A molecular structure, H16LiO8. Source: OMol25; level of theory: ωB97M-V/def2-TZVPD.

```
25
Properties=species:S:1:pos:R:3:forces:R:3:lowdin_charge:R:1
Li -0.1281 0.3814 -0.3026 -0.127 -0.238 -0.315 0.69
O 1.9025 0.8954 0.4195 -0.546 -0.114 0.817 -0.05
H 2.5108 1.2562 -0.2001 0.547 0.490 -1.460 0.06
H 2.4413 0.9447 1.2086 -0.073 -0.203 0.709 0.07
O 2.8796 -1.7489 -0.4607 2.062 0.793 -0.247 -0.06
H 3.6389 -1.1741 -0.1594 -1.263 -1.124 -0.480 0.07
H 2.1483 -1.5084 0.0906 -0.767 0.175 0.477 -0.04
O -0.1320 2.2517 -1.2164 -0.553 -0.071 -0.300 -0.08
H 0.1216 2.9736 -0.6507 0.296 0.546 0.309 0.05
H -0.7956 2.6390 -1.8127 0.290 -0.348 0.163 0.08
O -0.0600 -1.5849 0.5587 -0.081 -0.334 0.558 -0.09
H -0.7128 -2.2943 0.4047 0.559 0.426 -0.071 0.09
H 0.0435 -1.5629 1.5265 -0.026 -0.104 -0.446 0.07
O -0.7290 1.0179 1.7315 2.090 -0.533 0.353 -0.05
H 0.0436 1.4902 2.1038 -0.545 -0.479 -0.141 0.09
H -1.3229 1.7055 1.5253 -1.521 1.287 -0.304 0.05
O -2.1138 -0.0220 -1.1682 -0.541 2.829 0.232 -0.07
H -3.0103 0.3986 -1.1451 1.169 -0.796 0.048 0.10
H -2.2345 -0.9352 -1.2734 -0.538 -1.960 -0.209 0.02
O 0.5576 -0.5115 -2.0290 0.750 -0.046 1.396 -0.07
H 1.4883 -0.6625 -2.2210 0.192 -0.284 0.214 0.06
H 0.1396 -0.4402 -2.8592 -0.876 0.222 -1.505 0.04
O -2.5818 -1.0337 1.9753 -0.383 0.583 -0.033 -0.04
H -1.7618 -0.5289 1.9949 -0.119 0.073 0.054 -0.03
H -2.3331 -1.9466 1.9591 0.006 -0.788 0.183 0.02
```
Forces are in eV/Å.

## Properties
- Molar mass: 151.1 u
- E: -618.92277 hartree
- Relative energy (zero: lowest compared OMol25 entry of this formula, charge and spin): 7.4 kcal per mole
- Spin multiplicity: 1
- Lowest unoccupied orbital energy: -3.4 eV
- Total charge: +1

---

6 unconnected molecules or ions with the total composition C24H42FN5O3. Source: OMol25; level of theory: ωB97M-V/def2-TZVPD.

```
75
Properties=species:S:1:pos:R:3:forces:R:3:lowdin_charge:R:1
C 1.3691 0.7221 -3.3942 -0.468 -0.454 0.115 -0.03
O 2.2705 1.1005 -2.2915 0.478 -2.261 0.582 -0.09
C 2.0539 0.2606 -1.1948 -3.536 1.170 3.276 -0.49
O 1.1341 0.5916 -0.3965 3.142 -1.531 -2.715 0.06
O 2.7896 -0.8861 -0.8722 0.171 2.695 -1.586 -0.02
C 4.0787 -0.9102 -1.5293 1.464 -0.197 -0.254 -0.13
C 5.0190 0.3294 -1.1439 0.316 -0.669 -0.762 -0.11
F 5.4018 0.9317 -2.3953 -0.457 -0.245 1.656 -0.10
H 1.5079 -0.3778 -3.6140 -0.052 1.360 -0.092 0.07
H 1.5996 1.3947 -4.2683 -0.193 -0.804 1.113 0.11
H 0.3115 0.8534 -3.0165 1.081 0.048 -0.584 0.10
H 3.9318 -0.9668 -2.6562 0.356 0.250 1.445 0.14
H 4.6506 -1.8372 -1.1923 -1.306 1.008 -0.355 0.13
H 4.5337 1.0630 -0.4366 0.296 -0.561 -1.084 0.12
H 5.9917 -0.0027 -0.6557 -1.278 0.282 -0.677 0.13
C -0.9382 -4.3455 -0.0382 -0.215 -0.201 0.075 -0.12
C -1.2455 -2.8561 0.0616 0.167 -0.293 0.218 -0.25
C -1.3775 -2.1822 -1.3060 0.631 -0.047 -0.129 -0.17
C -0.0949 -2.3153 -2.0626 0.836 0.011 -0.766 -0.18
N 0.9086 -2.4196 -2.6465 -1.790 0.101 1.034 0.16
H 0.0221 -4.5271 -0.5289 -0.038 0.059 -0.040 0.07
H -0.8815 -4.7881 0.9576 -0.094 0.155 -0.252 0.02
H -1.7164 -4.8693 -0.6002 0.100 0.067 -0.056 0.05
H -0.4545 -2.3687 0.6395 -0.115 0.092 -0.067 0.11
H -2.1783 -2.7215 0.6164 0.020 0.104 -0.099 0.11
H -1.6095 -1.1216 -1.1816 0.171 -0.014 -0.129 0.11
H -2.1838 -2.6404 -1.8842 0.179 -0.046 -0.066 0.08
C 1.0848 5.5549 1.1928 -0.065 0.076 0.030 -0.11
C 2.0142 5.0249 0.1067 -0.156 0.286 0.015 -0.26
C 2.4865 3.5941 0.3741 0.370 0.277 0.643 -0.19
C 3.2467 3.5474 1.6623 0.642 -0.355 0.966 -0.22
N 3.8385 3.5112 2.6658 -1.048 0.119 -1.794 0.13
H 1.5862 5.6067 2.1623 -0.016 -0.077 -0.050 0.07
H 0.7497 6.5654 0.9461 -0.006 -0.064 -0.018 0.06
H 0.2004 4.9194 1.2958 0.052 0.035 0.015 0.08
H 2.8782 5.6910 0.0233 -0.015 -0.116 -0.055 0.11
H 1.4923 5.0540 -0.8535 0.100 -0.103 0.019 0.11
H 3.1373 3.2576 -0.4365 -0.009 -0.075 0.117 0.11
H 1.6383 2.9076 0.4335 0.126 -0.025 0.045 0.10
C -1.4469 10.5444 1.0897 0.020 0.072 0.010 -0.11
C -2.7089 9.7482 1.4041 0.117 0.321 0.054 -0.27
C -2.6060 8.2795 0.9860 -0.003 0.227 -0.781 -0.19
C -2.3853 8.1874 -0.4937 0.149 -0.383 -1.053 -0.22
N -2.2182 8.1197 -1.6447 -0.287 0.172 2.051 0.13
H -1.2484 10.5765 0.0159 -0.006 -0.073 0.058 0.07
H -1.5542 11.5763 1.4306 0.038 -0.077 0.011 0.07
H -0.5753 10.1107 1.5881 -0.035 0.042 -0.044 0.08
H -3.5592 10.2175 0.9006 -0.001 -0.134 0.055 0.11
H -2.9035 9.7995 2.4788 -0.052 -0.118 -0.069 0.11
H -3.5257 7.7496 1.2434 0.098 -0.063 -0.144 0.11
H -1.7770 7.7898 1.5031 -0.015 -0.010 -0.138 0.11
C 3.7036 -4.6803 1.2569 0.043 0.049 -0.017 -0.11
C 3.5862 -6.0682 1.8791 0.260 0.259 -0.035 -0.27
C 2.2126 -6.7056 1.6569 -0.309 0.515 0.451 -0.18
C 1.1495 -5.8569 2.2783 -0.959 0.422 0.482 -0.21
N 0.3206 -5.1957 2.7606 1.644 -1.213 -0.632 0.15
H 2.9975 -3.9771 1.7048 -0.014 -0.067 -0.057 0.07
H 4.7065 -4.2773 1.4146 -0.053 -0.034 -0.039 0.07
H 3.5168 -4.7163 0.1797 -0.009 0.036 0.061 0.08
H 3.7913 -5.9952 2.9512 -0.064 -0.113 -0.063 0.11
H 4.3536 -6.7174 1.4488 -0.125 -0.071 0.049 0.11
H 2.1811 -7.7002 2.1072 -0.152 0.088 -0.013 0.11
H 2.0061 -6.8106 0.5888 -0.096 0.067 0.079 0.12
C -5.5653 -6.6115 0.3563 0.008 -0.053 0.048 -0.11
C -5.8709 -5.1208 0.4544 0.060 -0.267 0.224 -0.27
C -6.0023 -4.4481 -0.9144 0.724 -0.103 -0.100 -0.18
C -4.7207 -4.5817 -1.6743 0.855 0.046 -0.811 -0.19
N -3.7203 -4.6862 -2.2629 -1.793 0.192 1.080 0.15
H -4.6062 -6.7944 -0.1340 -0.071 0.039 -0.027 0.07
H -5.5093 -7.0540 1.3530 -0.036 0.014 -0.075 0.07
H -6.3442 -7.1354 -0.2050 0.063 0.009 0.030 0.08
H -5.0794 -4.6336 1.0317 -0.092 0.067 -0.077 0.11
H -6.8033 -4.9843 1.0088 0.037 0.112 -0.099 0.11
H -6.2335 -3.3876 -0.7922 0.086 -0.047 -0.149 0.11
H -6.8088 -4.9061 -1.4921 0.129 0.020 -0.054 0.12
```
Forces are in eV/Å.

## Properties
- Molar mass: 467.6 u
- E: -1538.95637 hartree
- Spin multiplicity: 1
- Structure (SMILES): COC(=O)OCCF.CCCC#N.CCCC#N.CCCC#N.CCCC#N.CCCC#N
- Lowest unoccupied orbital energy: 0.7 eV
- Total charge: 0

---

A single C5H8N2S molecule. Source: OMol25; level of theory: ωB97M-V/def2-TZVPD.

```
16
Properties=species:S:1:pos:R:3:forces:R:3:lowdin_charge:R:1
C 0.1190 0.7143 0.0252 1.228 0.976 -0.110 -0.28
C 0.5458 -0.6095 -0.0355 -0.772 0.109 0.791 -0.25
C -0.7450 -1.4609 0.1077 -0.959 0.143 -2.254 -0.13
C -1.3785 0.8372 0.1503 -0.474 -0.134 -0.639 -0.16
C 1.8970 -1.0391 0.0701 -0.616 1.716 -0.787 -0.58
H 0.5374 2.7871 -0.0607 0.653 -1.908 0.208 0.14
H 1.9414 1.6340 -0.0632 -0.390 0.144 -0.044 -0.02
H -0.8873 -1.9164 1.0641 -0.233 0.482 1.168 0.09
H -0.8541 -2.3820 -0.5125 0.471 0.903 -0.260 0.11
H -2.0637 -0.4121 -1.2485 0.279 -0.639 -0.566 0.08
H -1.7348 1.6594 -0.5165 0.010 -0.614 0.498 0.13
H -1.7010 1.0672 1.1810 0.341 -0.016 -0.288 0.12
H 2.0396 -2.0716 0.1907 0.151 -1.474 0.242 0.03
N 0.9277 1.8088 -0.0063 -1.247 0.472 -0.052 0.13
N -1.9224 -0.4979 -0.2601 1.905 0.115 1.892 -0.04
S 3.2789 -0.1184 -0.0856 -0.347 -0.274 0.200 0.62
```
Forces are in eV/Å.

## Properties
- Molar mass: 128.2 u
- E: -702.98212 hartree
- Relative energy (zero: lowest compared OMol25 entry of this formula, charge and spin): 30.1 kcal per mole
- Spin multiplicity: 1
- Structure (SMILES): NC1=C(C=S)CNC1
- Lowest unoccupied orbital energy: -0.1 eV
- Total charge: 0

---

Look up the total charge of the third one. 0

---

Which value of spin multiplicity does entry 2 give? 1

---

Which formula does entry 1 have? H16LiO8

---

Which value of lowest unoccupied orbital energy does entry 1 give? -3.4 eV